Record 1
{"formula": "C33H26BrClINO3PPd", "method": "the ωB97M-V functional and the def2-TZVPD basis", "species": ["Pd", "C", "C", "C", "C", "C", "C", "P", "C", "C", "C", "C", "C", "C", "C", "C", "C", "C", "C", "C", "H", "H", "H", "H", "H", "H", "H", "H", "H", "H", "H", "H", "H", "H", "Br", "C", "C", "C", "C", "C", "C", "H", "H", "H", "H", "Cl", "C", "C", "C", "C", "C", "C", "C", "O", "O", "H", "H", "H", "H", "N", "C", "O", "C", "I", "H", "H", "H", "H"], "positions_angstrom": [[-0.76500, -0.06408, 0.92076], [7.24407, -0.85475, 0.03302], [6.56278, -0.25402, -1.01556], [5.21530, 0.05804, -0.88940], [4.52516, -0.21517, 0.28821], [5.22625, -0.81291, 1.33686], [6.56753, -1.13953, 1.21216], [2.73665, 0.11960, 0.60847], [2.31742, 1.25595, -0.77330], [1.20539, 1.02710, -1.58127], [0.78559, 1.98826, -2.49297], [1.46989, 3.18826, -2.61482], [2.58002, 3.42747, -1.81308], [2.99113, 2.47264, -0.89612], [1.94378, -1.45720, 0.12216], [2.65904, -2.42437, -0.58998], [2.10824, -3.67113, -0.83042], [0.84168, -3.94543, -0.33836], [0.11677, -2.96322, 0.32042], [0.60742, -1.67153, 0.55392], [8.29467, -1.09787, -0.06639], [7.07917, -0.03450, -1.94235], [4.69343, 0.51026, -1.72485], [4.70170, -1.03091, 2.26091], [7.08762, -1.61134, 2.03692], [0.64955, 0.10076, -1.48826], [-0.08889, 1.79538, -3.10246], [1.13827, 3.93764, -3.32288], [3.11839, 4.36424, -1.89534], [3.84562, 2.67705, -0.25721], [3.66101, -2.21480, -0.94438], [2.66493, -4.42116, -1.38043], [0.40453, -4.92746, -0.48727], [-0.87902, -3.21542, 0.66354], [-6.06036, 4.11175, 0.46069], [-4.55313, 2.95317, 0.64883], [-3.48657, 3.07758, -0.22277], [-2.39267, 2.23320, -0.06829], [-2.33843, 1.25703, 0.92864], [-3.44859, 1.15901, 1.77022], [-4.55157, 1.99994, 1.65071], [-3.50633, 3.82305, -1.00747], [-1.55422, 2.34893, -0.74866], [-3.47700, 0.38490, 2.53262], [-5.39975, 1.90616, 2.31684], [-7.40221, -5.33498, -0.97189], [-6.03648, -4.25665, -0.80419], [-5.39579, -4.16312, 0.41903], [-4.31813, -3.29877, 0.54584], [-3.88223, -2.54488, -0.53717], [-4.53820, -2.66267, -1.75590], [-5.62162, -3.51575, -1.89787], [-2.71175, -1.59313, -0.41488], [-2.26792, -1.05533, -1.42364], [-2.28842, -1.45491, 0.79143], [-5.73923, -4.75513, 1.25635], [-3.80090, -3.19884, 1.49020], [-4.17749, -2.07217, -2.58726], [-6.14042, -3.60831, -2.84222], [-0.68249, 2.57160, 3.16985], [0.21196, 2.62614, 2.15824], [0.40839, 1.70758, 1.37782], [1.05354, 3.85369, 2.04764], [0.04799, 5.27500, 0.72246], [-1.36835, 1.83249, 3.05329], [-1.04035, 3.44042, 3.53311], [1.98090, 3.64205, 1.53237], [1.16770, 4.41508, 2.96579]], "lumo_ev": 1.7607, "energy_ev": -145712.1833, "relative_energy_kcal_mol": 36.58, "spin_multiplicity": 1, "total_charge": -1}

=====

Record 2
{"formula": "C10H12FI2NO5S", "method": "the ωB97M-V functional and the def2-TZVPD basis", "species": ["C", "C", "I", "C", "I", "C", "C", "C", "C", "C", "C", "O", "N", "C", "O", "F", "O", "S", "O", "O", "H", "H", "H", "H", "H", "H", "H", "H", "H", "H", "H", "H"], "positions_angstrom": [[3.32307, -0.26114, 0.62482], [2.96462, -1.56587, -0.01566], [4.62817, -2.87559, -0.16927], [1.74526, -1.89598, -0.42108], [1.37081, -3.80423, -1.27584], [0.62004, -0.93408, -0.23121], [-0.29254, -1.35450, 0.93764], [-1.66224, -0.66322, 0.92142], [-1.74116, 0.58130, 0.05502], [-3.17391, 1.12370, 0.16504], [-0.85564, 1.71075, 0.58008], [-0.35629, 1.65463, 1.67239], [-0.59499, 2.86470, -0.26778], [0.41873, 2.71125, -1.20156], [0.30910, 2.91435, -2.38441], [1.59845, 2.36646, -0.68830], [-1.53277, 0.35430, -1.34314], [-0.43187, -0.77352, -1.69364], [0.32962, -0.40545, -2.83217], [-1.14024, -1.99846, -1.87301], [2.74449, 0.57357, 0.24931], [4.35672, -0.02579, 0.41575], [3.18040, -0.27938, 1.69994], [1.01332, 0.05073, -0.01112], [0.22325, -1.27658, 1.88487], [-0.46856, -2.41450, 0.77708], [-2.47789, -1.32141, 0.64980], [-1.86006, -0.32746, 1.93159], [-3.84194, 0.38595, -0.26447], [-3.28895, 2.08018, -0.33087], [-3.43788, 1.20985, 1.21161], [-1.42143, 3.17176, -0.76198]], "lumo_ev": -0.1021, "energy_ev": -52045.0677, "spin_multiplicity": 1}

=====

What is the formula in the first record?
C33H26BrClINO3PPd

=====

Number 1 is which compound?
C33H26BrClINO3PPd